The following is a DFT calculation (wB97M-V/def2-TZVPD) of a 2-piece molecular cluster, C3H6O3 overall.

Structure (XYZ):
```
12
Properties=species:S:1:pos:R:3:forces:R:3:nbo_charge:R:1
C -0.1365 0.8300 -0.5567 0.17 0.22 0.18 0.413
O 1.2245 -1.1560 1.4368 0.45 0.07 -0.33 -0.510
H -2.7487 0.7634 -1.1242 0.02 -0.19 0.00 0.469
H -1.6790 0.6411 0.9231 0.01 -0.07 -0.15 0.189
H 0.1258 0.4930 -1.5839 -0.02 0.09 0.05 0.108
O 0.4967 1.6923 0.0045 -0.29 -0.38 -0.28 -0.517
H 2.6377 0.1144 0.7406 -0.08 -0.14 0.05 0.128
H -0.9923 -0.8904 0.3434 -0.03 0.17 -0.02 0.222
O -2.3304 -0.0886 -0.9464 -0.16 0.22 -0.09 -0.701
H 2.5717 -1.6212 0.0063 -0.03 0.08 0.12 0.109
C 2.1599 -0.8836 0.7254 -0.24 -0.09 0.21 0.275
C -1.3295 0.1057 0.0312 0.20 0.02 0.25 -0.182
```
Forces are in eV/Å.

The value obtained for the total energy is -343.5675 Ha. The structure (SMILES) is O=CCO.C=O. The total charge is 0. The value obtained for the strongest force on any atom is 0.56 eV Å⁻¹.

The following is a DFT calculation (wB97M-V/def2-TZVPD) of a 2-piece molecular cluster, C3H6O3 overall in a non-equilibrium geometry.

Structure (XYZ):
```
12
Properties=species:S:1:pos:R:3:forces:R:3:nbo_charge:R:1
O -0.5693 0.4489 -2.5118 -0.63 0.55 0.97 -0.531
O 1.5454 0.2455 -0.4172 -0.05 -0.01 -0.23 -0.724
C 0.7191 0.2495 0.7353 -0.18 -0.03 0.33 -0.072
H 0.2249 1.2248 0.8453 -0.02 -0.26 -0.08 0.167
O -1.5509 1.5245 -0.6919 -0.07 0.04 -0.40 -0.501
H 1.4011 0.1699 1.5926 -0.20 -0.17 -0.13 0.176
H -1.0979 -0.9496 0.0004 0.82 0.36 0.71 0.196
C -1.0606 0.9930 -1.5955 0.34 -0.30 -0.94 1.032
H 1.0723 -0.1969 -1.1296 0.19 0.03 -0.02 0.467
C -0.2756 -0.9203 0.7665 0.09 -0.09 0.00 -0.649
H -0.7155 -0.9530 1.7696 -0.17 -0.06 -0.26 0.224
H 0.3069 -1.8363 0.6363 -0.11 -0.05 0.04 0.214
```
Forces are in eV/Å.

The value obtained for the total energy is -343.6446 Ha. The structure (SMILES) is O=C=O.CCO. The total charge is 0. The value obtained for the strongest force on any atom is 1.28 eV Å⁻¹.

The following is a DFT calculation (wB97M-V/def2-TZVPD) of a 2-piece molecular cluster, C3H6O3 overall in a non-equilibrium geometry.

Structure (XYZ):
```
12
Properties=species:S:1:pos:R:3:forces:R:3:nbo_charge:R:1
H -1.8511 2.4274 0.1473 1.32 -0.06 -0.45 0.242
H -1.0223 1.2366 1.0223 -0.29 -1.05 0.66 0.229
H -2.0326 0.9009 -0.6425 1.80 0.19 1.75 0.248
O 0.4482 -2.1305 1.8401 -1.46 2.39 -3.19 -0.539
O 0.3207 1.1050 -1.8065 1.05 -0.58 -1.28 -0.542
C 0.5194 -1.2463 0.9727 0.92 -2.87 0.57 0.654
H 0.7691 2.2867 -0.1986 0.96 -0.14 -0.16 0.112
O -0.0284 -1.0556 -0.2671 0.00 -1.58 0.15 -0.713
C 0.1237 1.5877 -0.7445 -3.60 2.07 1.93 0.466
H 0.5915 -0.6012 -0.9321 -1.18 -0.81 1.74 0.523
C -1.2532 1.4835 0.0091 -1.31 0.47 -2.57 -0.747
H 1.2822 -0.5504 1.0480 1.79 1.96 0.86 0.066
```
Forces are in eV/Å.

The value obtained for the total energy is -343.5623 Ha. The structure (SMILES) is CC=O.O=CO. The total charge is 0. The value obtained for the strongest force on any atom is 4.58 eV Å⁻¹.

The following is a DFT calculation (wB97M-V/def2-TZVPD) of a single C3H6O3 molecule in a non-equilibrium geometry.

Structure (XYZ):
```
12
Properties=species:S:1:pos:R:3:forces:R:3:nbo_charge:R:1
C 0.2722 0.3092 -0.2406 0.58 -0.23 0.74 -0.072
O -0.5690 0.8797 1.9808 -0.43 -0.36 -0.27 -0.625
H 1.1653 -1.6582 -0.3488 -0.05 0.04 0.00 0.191
C -0.7355 0.4394 0.7389 1.36 1.07 -0.48 0.650
C 0.4708 -1.0281 -0.9240 -0.13 0.25 -0.24 -0.646
H -1.3252 0.4913 -0.7863 -1.76 -0.09 1.76 0.490
H -1.4347 1.1545 2.3232 0.14 0.09 -0.05 0.497
H -0.4665 -1.5747 -1.0393 0.05 -0.02 0.04 0.226
H 2.2058 0.4246 0.0291 -0.15 0.07 0.05 0.458
O 1.4517 1.0298 -0.0289 0.08 -0.32 0.14 -0.692
O -1.9356 0.4128 0.2125 0.33 -0.44 -1.71 -0.691
H 0.9007 -0.8802 -1.9164 -0.03 -0.06 0.00 0.214
```
Forces are in eV/Å.

The value obtained for the total energy is -343.5273 Ha. The structure (SMILES) is CC(O)=C(O)O. The total charge is 0. The value obtained for the strongest force on any atom is 2.49 eV Å⁻¹.

The following energy above the lowest of the compared OMol25 structures with the same formula, charge and spin values (in eV) correspond, in order, to the records above: 2.368, 0.270, 2.511, 3.464.
The following HOMO energy values (in eV) correspond, in order, to the records above: -9.94, -10.33, -10.59, -7.71.
The following LUMO energy values (in eV) correspond, in order, to the records above: 0.605, 0.595, 0.516, 0.501.